81
Properties=species:S:1:pos:R:3:forces:R:3:lowdin_charge:R:1 method="wB97M-V/def2-TZVPD" e_above_lowest_kcal_mol=0.0 homo_ha=-0.3852 total_charge=+1 homo_lumo_gap_ev=5.33
O -0.602531 -0.188615 -2.845240 -0.3 1.0 0.3 -0.204
O 2.079220 -0.715004 -2.874227 0.9 -0.1 -0.9 -0.259
C -1.845359 -0.779076 -2.467842 0.0 -0.4 -0.3 -0.248
C -2.883886 0.068239 -1.753183 0.0 -0.1 -0.1 -0.076
H -1.576540 -1.644892 -1.844272 -0.2 0.1 0.0 0.101
H -2.273200 -1.186116 -3.395082 -0.1 0.1 0.2 0.124
H -2.555098 0.419088 -0.771091 0.0 0.1 -0.1 0.060
H -3.767342 -0.556575 -1.599908 0.1 0.0 0.0 0.087
H -3.209152 0.917530 -2.359352 0.1 0.0 0.1 0.085
C -0.403453 1.221419 -2.639112 -0.1 -0.4 0.2 -0.260
C -0.191531 1.918082 -3.962220 0.0 0.2 -0.1 -0.056
H 0.502962 1.311916 -2.018499 -0.2 0.1 -0.1 0.096
H -1.239300 1.683185 -2.083344 0.4 -0.3 -0.3 0.105
H 0.751693 1.595700 -4.415595 -0.2 0.1 0.1 0.046
H -0.154181 3.001790 -3.804240 0.1 -0.1 -0.1 0.084
H -1.011383 1.707537 -4.658023 0.1 0.0 0.1 0.090
C 3.434856 -0.234265 -2.791352 -0.4 -0.3 0.0 -0.260
C 1.851823 -1.648691 -3.950956 0.0 0.1 0.7 -0.256
C 3.468849 1.267386 -2.950066 0.2 0.2 -0.1 -0.064
H 4.060060 -0.709166 -3.568102 -0.2 0.1 0.4 0.123
H 3.823211 -0.531643 -1.806300 0.0 0.1 -0.2 0.100
H 3.123433 1.562732 -3.948322 0.0 0.0 0.3 0.077
H 4.499522 1.612526 -2.834226 -0.1 0.1 0.0 0.081
H 2.853310 1.768112 -2.193251 0.0 -0.1 -0.2 0.069
C 2.042638 -1.012818 -5.304293 0.0 -0.1 -0.2 -0.058
H 0.818411 -1.994443 -3.810991 0.3 0.2 -0.1 0.105
H 2.525014 -2.515319 -3.815437 -0.2 0.2 -0.1 0.118
H 1.429131 -0.112272 -5.396215 0.1 -0.2 0.0 0.067
H 1.732768 -1.727219 -6.069967 0.1 0.1 -0.1 0.087
H 3.094901 -0.760520 -5.475701 -0.2 0.0 -0.1 0.078
H 0.919266 -0.839105 -1.444660 0.1 -0.5 1.9 0.055
In 0.059873 0.253624 2.092611 -2.6 1.1 -1.0 1.174
C 0.956018 -1.166733 -0.336653 -0.4 0.0 -1.0 -0.203
Si 1.657232 -2.931288 -0.203868 0.1 -0.4 -0.5 0.483
H 1.627677 -0.457415 0.172334 0.0 0.3 0.2 0.009
H -0.086328 -1.178070 0.029113 0.3 0.1 -0.1 -0.014
C 0.588287 -4.013045 -1.310957 0.0 0.0 0.0 -0.164
C 1.656174 -3.674087 1.525097 0.0 0.1 0.1 -0.169
C 3.456044 -3.022491 -0.740711 0.0 0.1 -0.1 -0.174
C -1.275420 -1.469104 2.355663 0.6 -0.8 0.1 -0.270
Si -2.215164 -1.345528 3.980504 -0.8 0.1 0.9 0.407
H -0.717329 -2.411518 2.282231 -0.1 0.4 0.1 -0.019
H -1.995052 -1.474878 1.514859 0.6 0.7 0.1 0.044
C -1.798720 -2.832841 5.042883 0.2 -0.1 -0.1 -0.176
C -4.040383 -1.336748 3.572035 0.0 -0.1 -0.2 -0.175
C -1.873328 0.220329 4.970628 0.0 0.0 0.0 -0.179
H 3.845428 -4.030323 -0.530364 -0.1 0.3 0.0 0.046
H 4.064775 -2.307185 -0.169699 0.0 -0.2 -0.1 0.036
H 3.607494 -2.820999 -1.809412 -0.1 -0.1 0.3 0.018
H -0.404116 -4.166980 -0.864075 0.2 0.0 -0.1 0.037
H 1.062997 -4.998518 -1.429616 -0.2 0.2 0.0 0.044
H 0.449087 -3.581093 -2.310230 0.0 -0.1 0.2 0.018
H 0.813570 -3.358458 2.144886 0.2 -0.2 0.0 -0.011
H 2.586264 -3.406031 2.045557 -0.2 -0.1 0.0 0.039
H 1.623382 -4.771473 1.437193 0.0 0.3 0.1 0.050
H -4.277082 -2.146116 2.867950 -0.1 0.1 0.2 0.042
H -4.336278 -0.380481 3.118028 0.1 -0.3 0.1 -0.041
H -4.638227 -1.485513 4.482600 0.1 0.0 -0.2 0.047
H -2.411433 1.086164 4.560467 0.1 -0.2 0.0 0.028
H -0.805446 0.469310 5.039461 0.0 0.0 0.1 0.020
H -2.237898 0.059433 5.999993 0.2 0.1 -0.3 0.052
H -2.451182 -2.859207 5.927111 0.2 0.0 -0.2 0.043
H -0.756141 -2.810999 5.390047 -0.2 0.0 0.0 0.038
H -1.951707 -3.767219 4.484972 0.0 0.2 0.2 0.040
Cl -1.612892 7.135354 2.339338 0.0 0.4 0.0 0.740
C -1.680620 5.432944 2.173961 -0.2 -0.9 -0.2 -0.616
C -2.908496 4.779580 2.245813 0.7 0.5 0.0 -0.148
C -3.003800 3.391781 2.119342 1.4 -0.6 -0.2 -0.614
I -4.852550 2.424636 2.232597 0.4 0.3 -0.1 1.007
C -1.825672 2.613796 1.924107 -1.4 0.8 0.2 -0.439
O -1.883434 1.334063 1.759826 1.2 -1.1 0.2 -0.226
C -0.556518 3.280959 1.932334 -0.7 0.3 0.1 -0.147
N 0.548190 2.491087 1.896161 1.2 -0.7 -0.2 0.012
C 1.767343 3.041160 1.783402 -0.7 -0.1 0.2 -0.088
C 1.922645 4.433585 1.731991 0.1 0.0 -0.1 -0.021
C 0.820174 5.263688 1.840139 0.2 -0.3 0.1 0.023
C -0.465251 4.706784 1.975903 -0.6 -0.4 0.2 -0.154
H -3.811352 5.361718 2.393621 0.1 0.0 0.0 0.102
H 2.609361 2.347744 1.734028 -0.2 0.4 0.1 0.122
H 2.925251 4.834448 1.616052 -0.2 0.0 0.0 0.120
H 0.926445 6.342653 1.821821 0.1 -0.1 0.0 0.108


84
Properties=species:S:1:pos:R:3:forces:R:3:lowdin_charge:R:1 method="wB97M-V/def2-TZVPD" e_above_lowest_kcal_mol=0.0 homo_ha="-0.5687 / -0.5688" total_charge=+3 homo_lumo_gap_ev="6.74 / 6.81"
Co 0.328464 0.147998 -0.428534 0.1 -0.1 0.1 0.061
N 0.251296 -1.068370 1.175671 -0.1 0.0 0.0 0.053
C -1.168216 -1.381042 1.521922 0.0 0.0 -0.1 -0.233
C -1.424656 -2.896273 1.433454 0.0 -0.1 0.0 -0.125
C -2.883724 -3.352794 1.339326 0.0 -0.1 0.0 -0.161
C -3.787135 -3.086773 2.540338 0.0 0.0 -0.1 -0.158
N -3.586421 -4.088485 3.595306 0.0 0.0 0.1 0.093
C -4.321064 -4.139337 4.708342 0.0 0.0 0.0 -0.422
N -4.162585 -5.139223 5.572736 0.0 0.0 0.0 0.219
N -5.201906 -3.177893 4.967899 0.0 0.0 0.0 0.231
C -2.097659 -0.580788 0.600924 0.0 0.2 0.2 -0.587
O -3.272387 -0.492829 0.861303 0.0 -0.1 0.0 0.111
O -1.520993 0.006802 -0.420015 0.1 0.0 -0.1 -0.194
H 0.733284 -1.907277 0.858999 0.0 0.0 0.0 0.099
H 0.764678 -0.732466 1.983719 0.0 0.0 0.0 0.105
H -1.359457 -1.032248 2.538283 0.0 0.0 0.0 0.157
H -0.918663 -3.378171 2.275118 0.0 0.0 0.0 0.127
H -0.926487 -3.260012 0.526430 0.0 0.0 0.0 0.122
H -2.884343 -4.427174 1.130813 0.0 0.0 0.0 0.129
H -3.352077 -2.888022 0.474760 0.0 0.0 0.0 0.119
H -4.824450 -3.130568 2.199405 0.0 0.0 0.0 0.141
H -3.607647 -2.087125 2.941138 0.0 0.0 0.0 0.120
H -3.040003 -4.904694 3.370537 0.0 0.0 0.0 0.157
H -3.499480 -5.877382 5.409248 0.0 0.0 0.0 0.136
H -4.739201 -5.217454 6.394169 0.0 0.0 0.0 0.140
H -5.395024 -2.451285 4.301175 0.0 0.0 0.0 0.121
H -5.764513 -3.200354 5.802561 0.0 0.0 0.0 0.144
C 0.674798 2.027925 2.742574 0.0 0.0 0.0 -0.243
Sb 0.087912 2.304443 0.723420 0.0 0.0 0.0 1.527
C -1.918830 2.933230 0.771767 0.0 0.0 0.0 -0.207
C 1.179960 4.007857 0.017130 0.1 0.0 0.0 -0.252
C 0.392611 4.756059 -1.016273 0.0 0.0 0.1 -0.305
C -0.385284 5.839233 -0.613977 0.0 0.0 0.0 -0.039
C -1.126475 6.569259 -1.528956 0.0 0.0 0.0 -0.040
C -1.087718 6.222258 -2.870335 0.0 0.0 0.0 -0.038
C -0.312521 5.149525 -3.280483 0.0 0.0 0.0 -0.037
C 0.431222 4.404261 -2.369094 0.0 0.0 -0.1 -0.304
C 1.239287 3.240946 -2.868575 0.0 0.0 0.0 -0.257
Sb 0.140674 1.422123 -2.594160 0.0 0.1 -0.1 1.508
C -1.819137 1.934002 -3.176011 0.0 0.0 0.0 -0.230
C 0.849583 0.155797 -4.149039 0.0 0.0 0.0 -0.255
H 1.693257 1.643534 2.790986 0.0 0.0 0.0 0.016
H -0.010996 1.345427 3.243302 0.0 0.0 0.0 0.017
H 0.634652 2.991718 3.248812 0.0 0.0 0.0 0.035
H -1.991889 3.819374 1.400205 0.0 0.0 0.0 0.040
H -2.544644 2.130725 1.157695 0.0 0.0 0.0 0.020
H -2.234409 3.179298 -0.238633 0.0 0.0 0.0 0.022
H 2.156215 3.677260 -0.333310 0.0 0.0 0.0 0.057
H 1.333962 4.616419 0.909158 0.0 0.0 0.0 0.084
H -0.391334 6.131629 0.430170 0.0 0.0 0.0 0.123
H -1.714710 7.414361 -1.199083 0.0 0.0 0.0 0.121
H -1.646508 6.793896 -3.598651 0.0 0.0 0.0 0.122
H -0.268094 4.897769 -4.333947 0.0 0.0 0.0 0.125
H 2.210171 3.140795 -2.383463 0.0 0.0 0.0 0.061
H 1.415421 3.324124 -3.940628 0.0 0.0 0.0 0.081
H -1.828450 2.180897 -4.236244 0.0 0.0 0.0 0.037
H -2.148562 2.802018 -2.609603 0.0 0.0 0.0 0.013
H -2.475419 1.091409 -2.971825 0.0 0.0 0.0 0.027
H 0.820586 0.718438 -5.080986 0.0 0.0 0.0 0.035
H 0.202539 -0.715252 -4.254904 0.0 0.0 0.0 0.029
H 1.878250 -0.146203 -3.954829 0.0 0.0 0.0 0.019
C 2.986170 -3.946287 -1.557619 0.0 0.0 0.0 -0.141
C 1.805302 -3.270778 -2.221039 0.0 0.0 0.0 -0.150
N 1.589160 -1.938344 -1.619865 0.0 0.0 0.0 0.070
C 2.624723 -1.209264 -1.046573 0.0 0.0 0.0 -0.366
N 2.269228 -0.022050 -0.589235 0.0 0.0 0.0 -0.060
C 3.339595 0.842134 -0.089334 0.1 0.0 0.0 -0.199
C 4.365594 0.024459 0.678829 0.0 0.0 0.0 -0.137
C 4.923121 -1.053589 -0.226076 0.0 0.0 0.0 -0.111
N 3.841576 -1.738839 -0.946591 0.0 -0.1 0.0 -0.010
C 4.177215 -3.011210 -1.604493 0.0 0.0 0.0 -0.108
H 3.215940 -4.874518 -2.078289 0.0 0.0 0.0 0.136
H 2.756057 -4.198275 -0.519299 0.0 0.0 0.0 0.125
H 0.891884 -3.851324 -2.102161 0.0 0.0 0.0 0.124
H 1.996925 -3.161602 -3.291868 0.0 0.0 0.0 0.132
H 1.033045 -1.347326 -2.225903 0.0 0.0 0.0 0.059
H 2.912730 1.603041 0.562336 0.0 0.0 0.0 0.072
H 3.823618 1.366675 -0.920816 0.0 0.0 0.0 0.132
H 3.890170 -0.429108 1.553342 0.0 0.0 0.0 0.122
H 5.177053 0.656074 1.036500 0.0 0.0 0.0 0.134
H 5.458349 -1.804159 0.355244 0.0 0.0 0.0 0.136
H 5.625512 -0.636808 -0.951439 0.0 0.0 0.0 0.144
H 5.025022 -3.433737 -1.069448 0.0 0.0 0.0 0.134
H 4.496289 -2.826510 -2.633412 0.0 0.0 0.0 0.143


86
Properties=species:S:1:pos:R:3:forces:R:3:lowdin_charge:R:1 method="wB97M-V/def2-TZVPD" e_above_lowest_kcal_mol=3.4 homo_ha=-0.1934 total_charge=-1 homo_lumo_gap_ev=7.47
C -2.027094 -2.485077 -5.397341 0.2 -0.4 -0.1 -0.043
C -1.566874 -2.912562 -4.040248 0.1 0.0 0.8 -0.221
H -2.207888 -3.396586 -5.970466 -0.3 0.4 -0.2 0.056
H -1.293339 -1.900815 -5.953000 0.0 0.1 0.2 0.070
H -2.950836 -1.909483 -5.311053 0.0 0.0 -0.1 0.087
C -1.355639 -4.202890 -3.781468 0.2 -0.2 0.1 -0.118
C -1.457433 -5.269464 -4.817234 -0.3 -0.4 -0.8 -0.117
H -1.119874 -4.578708 -2.778573 -0.3 0.4 -0.6 0.101
H -0.910925 -5.055919 -5.754394 0.0 -0.1 0.5 0.078
H -2.512514 -5.342551 -5.139292 0.3 -0.4 0.2 0.080
H -1.100624 -6.232135 -4.424320 -0.3 0.2 -0.2 0.070
Ba 1.198205 1.825676 1.185053 0.0 0.6 0.8 1.150
Cl -1.795304 1.652299 1.228227 -0.1 0.1 0.3 -0.295
Cl 1.211358 4.428706 -0.311619 0.1 0.2 0.2 -0.455
H 1.004078 7.227597 3.595180 -0.1 -0.2 0.0 0.081
H -1.086348 7.455057 2.290303 -0.2 -0.1 0.0 0.081
C 1.232873 6.342557 2.984901 0.2 0.1 -0.3 -0.052
C -0.924132 6.502311 1.778035 -0.1 -0.3 0.0 -0.070
N -0.005664 5.700849 2.561598 0.2 -0.1 0.4 -0.203
H 1.876199 5.662849 3.557726 -0.4 0.1 -0.3 0.085
C -0.230439 4.390245 2.726997 0.6 -0.5 0.1 -0.424
O 0.590810 3.593133 3.230641 -0.7 0.8 -0.1 -0.232
H -1.845139 5.918348 1.699790 0.0 0.4 -0.1 0.091
H -1.212430 4.008310 2.363632 0.4 0.3 0.1 0.076
H 1.787305 6.699702 2.104381 -0.1 -0.3 0.1 0.085
H -0.550486 6.691342 0.762884 0.1 -0.2 0.2 0.069
H 3.122728 0.006037 -3.384610 0.2 0.0 0.2 0.062
H 2.730572 -2.474172 -3.404286 0.1 -0.1 0.2 0.091
C 3.913437 -0.210317 -2.655854 -0.1 -0.1 0.1 -0.074
C 3.391854 -2.600617 -2.534355 -0.1 0.3 0.1 -0.065
N 3.496429 -1.330723 -1.825778 0.2 -0.1 0.2 -0.203
H 4.072726 0.677391 -2.037962 0.0 -0.3 -0.1 0.084
C 3.336894 -1.228444 -0.487462 -0.1 0.4 0.5 -0.405
O 3.586529 -0.241656 0.216487 0.1 -1.2 -0.6 -0.134
H 2.979480 -3.400379 -1.903442 0.2 0.4 0.0 0.074
H 2.897935 -2.174852 -0.074492 0.3 0.5 0.0 0.131
H 4.823824 -0.509702 -3.188025 0.1 0.2 0.0 0.082
H 4.394935 -2.889977 -2.886150 -0.3 -0.1 0.0 0.083
O -0.578516 -0.819671 -3.200990 -0.5 -1.2 -0.6 -0.194
C -1.531823 -1.867689 -2.933237 0.6 0.5 -0.1 -0.272
C -0.047927 -3.237242 -1.413337 0.2 -0.2 0.1 -0.072
C -1.172872 -2.432595 -1.586635 -0.1 0.3 0.1 -0.179
H 0.571446 -3.478306 -2.285528 -0.1 0.4 0.5 0.107
C 0.183887 -3.863196 -0.188892 -0.3 0.0 -0.1 -0.095
H -2.562086 -1.475998 -2.861239 0.2 0.2 0.0 0.149
C -1.999917 -2.120631 -0.509032 0.1 0.0 -0.5 -0.012
H 1.053813 -4.531459 -0.056982 -0.6 0.4 0.0 0.105
C -0.754644 -3.673567 0.830622 0.4 -0.5 0.6 -0.154
C -1.807227 -2.775577 0.689783 -0.4 -0.2 0.5 -0.120
H -2.779981 -1.358527 -0.651151 0.3 -0.5 0.2 0.125
H -0.633187 -4.233715 1.772540 -0.1 0.4 -0.5 0.101
H -2.525278 -2.599375 1.503052 0.5 -0.1 -0.3 0.098
Si -0.812344 0.717363 -3.730793 2.2 2.0 1.8 0.367
Cl 1.189440 0.738052 -1.171692 -0.3 -1.0 -1.4 -0.106
C 0.740204 1.841287 -3.896847 0.1 -0.3 -0.7 -0.250
C -1.663588 1.853581 -2.489000 -0.9 -0.3 -0.5 -0.188
C -1.345563 0.705057 -5.496676 -0.8 0.5 -0.6 -0.191
H 0.971258 2.503918 -3.049072 -0.3 -0.6 -0.2 -0.019
H 0.429057 2.482179 -4.734922 0.3 0.1 -0.1 0.013
H 1.671283 1.352232 -4.198138 0.0 0.0 -0.1 -0.001
H -0.606525 0.144937 -6.105702 -0.5 0.2 0.3 0.041
H -1.314137 1.771099 -5.829991 -0.2 -0.8 0.1 0.039
H -2.371508 0.310127 -5.600280 0.5 0.1 -0.4 0.021
H -0.996307 2.686207 -2.234969 -0.1 -0.3 -0.2 0.014
H -1.984728 1.439632 -1.530010 -0.1 -0.2 -0.2 -0.035
H -2.525837 2.239143 -3.042571 -0.3 0.4 0.4 0.016
C -1.968110 -0.930062 3.701573 0.0 0.0 -0.4 -0.130
N -0.880740 -0.226254 4.362031 0.5 -0.1 -0.4 -0.215
C -1.237612 1.121605 4.803164 -0.2 0.1 0.3 -0.058
C 0.380703 -0.406541 3.842144 0.2 -0.3 -0.4 -0.774
S 0.693365 -1.194900 2.380058 -0.3 0.1 0.6 0.674
N 1.413195 0.079712 4.595083 0.0 -0.3 0.2 -0.202
C 1.255691 0.100756 6.052584 0.4 0.3 -0.1 -0.065
C 2.788317 -0.103213 4.098774 -0.2 -0.1 0.0 -0.106
H -2.849078 -0.896637 4.339819 0.0 0.0 0.1 0.083
H -1.684110 -1.970912 3.535607 0.0 0.2 0.0 0.059
H -2.192774 -0.443237 2.745287 -0.1 -0.2 0.0 0.011
H -0.665978 1.386807 5.689471 -0.2 0.2 0.0 0.061
H -1.083375 1.889956 4.036306 0.0 -0.3 0.0 0.047
H -2.296172 1.078064 5.065659 0.1 0.2 0.0 0.092
H 2.014696 -0.547921 6.511808 -0.2 0.1 -0.1 0.088
H 1.396956 1.124665 6.426026 -0.1 -0.3 0.1 0.092
H 0.261295 -0.261277 6.318484 0.3 0.0 0.0 0.082
H 2.935444 -1.157786 3.799668 0.1 0.5 0.1 0.067
H 2.988851 0.532040 3.214588 0.0 -0.4 0.5 0.046
H 3.481053 0.164788 4.906443 -0.2 0.1 -0.2 0.085